Computed, not measured: the molecule C5H6O3, with the ωB97M-V functional and the def2-TZVPD basis.

Structure (XYZ):
```
14
C5H6O3 | the OMol25 dataset | the ωB97M-V functional and the def2-TZVPD basis
C -0.292 1.101 -0.905
C 1.275 0.028 0.153
C -0.697 0.665 0.440
C -0.858 -0.785 0.253
C 0.455 -1.375 0.288
H -0.180 2.212 -0.619
H -0.880 0.718 -1.813
H 2.379 -0.074 0.293
H -1.218 1.262 1.248
H -1.824 -1.102 -0.430
H 0.780 -2.285 -0.260
O 0.885 0.431 -1.017
O 0.584 0.723 1.047
O -0.409 -1.517 1.322
```

Computed properties:
- Electronic energy: -11420.119 eV
- Kohn-Sham gap: 10.2 eV
- Largest force on an atom: 6.47 eV/A
- SMILES: C1O[C@H]2O[C@@H]1[C@@H]1O[C@H]21
- E_HOMO: -9.30 eV



Computed, not measured: a cluster of 9 separate species, C81H171N9O9 in total, with the ωB97M-V functional and the def2-TZVPD basis.

Structure (XYZ):
```
270
C81H171N9O9 | the OMol25 dataset | the ωB97M-V functional and the def2-TZVPD basis
C 19.462 -17.680 -12.519
C 19.810 -18.642 -11.406
C 21.099 -19.366 -11.961
C 22.235 -18.377 -11.960
C 22.469 -17.797 -10.507
C 21.252 -17.145 -9.863
N 20.059 -17.994 -10.077
O 18.906 -17.375 -9.608
C 21.557 -17.313 -8.318
C 21.257 -15.666 -10.329
C 18.741 -19.750 -11.231
H 19.333 -18.284 -13.417
H 20.305 -17.056 -12.814
H 18.593 -17.057 -12.309
H 21.372 -20.108 -11.210
H 20.980 -19.917 -12.894
H 22.167 -17.581 -12.701
H 23.164 -18.844 -12.288
H 23.245 -17.031 -10.537
H 23.027 -18.523 -9.915
H 20.767 -16.873 -7.709
H 21.673 -18.314 -7.901
H 22.503 -16.824 -8.087
H 20.462 -15.144 -9.795
H 22.269 -15.281 -10.206
H 20.967 -15.412 -11.349
H 18.933 -20.511 -10.475
H 18.379 -20.264 -12.122
H 17.769 -19.354 -10.936
H 18.628 -17.849 -8.821
C 20.635 -10.795 -16.424
C 21.742 -11.705 -15.904
C 21.997 -11.338 -14.405
C 22.762 -12.342 -13.640
C 22.014 -13.675 -13.773
C 21.787 -14.199 -15.226
N 21.223 -13.087 -16.088
O 21.039 -13.480 -17.394
C 23.023 -14.830 -15.834
C 20.725 -15.267 -15.011
C 23.054 -11.443 -16.742
H 20.733 -9.747 -16.142
H 19.627 -11.012 -16.071
H 20.604 -10.907 -17.508
H 22.647 -10.464 -14.441
H 21.060 -11.005 -13.960
H 22.871 -11.995 -12.613
H 23.762 -12.544 -14.024
H 21.058 -13.452 -13.301
H 22.559 -14.325 -13.088
H 22.805 -15.307 -16.790
H 23.755 -14.070 -16.109
H 23.375 -15.628 -15.180
H 20.379 -15.645 -15.973
H 21.084 -16.147 -14.478
H 19.816 -15.042 -14.453
H 23.363 -10.398 -16.728
H 22.869 -11.594 -17.806
H 23.914 -12.048 -16.456
H 20.163 -13.868 -17.464
C 30.196 -15.351 -12.691
C 28.722 -15.061 -12.913
C 28.448 -14.937 -14.460
C 27.017 -15.020 -14.959
C 26.424 -16.310 -14.380
C 26.496 -16.366 -12.843
N 27.910 -16.163 -12.381
O 28.022 -16.288 -10.974
C 25.500 -15.298 -12.211
C 26.081 -17.844 -12.451
C 28.298 -13.716 -12.269
H 30.422 -16.144 -13.404
H 30.291 -15.562 -11.626
H 30.759 -14.460 -12.971
H 28.796 -13.986 -14.865
H 28.947 -15.798 -14.904
H 26.774 -15.090 -16.019
H 26.454 -14.233 -14.458
H 26.826 -17.210 -14.844
H 25.375 -16.358 -14.670
H 24.491 -15.710 -12.206
H 25.598 -15.061 -11.152
H 25.376 -14.354 -12.743
H 25.160 -18.044 -13.001
H 26.700 -18.616 -12.909
H 25.747 -17.939 -11.418
H 27.622 -13.214 -12.962
H 29.098 -13.036 -11.976
H 27.737 -13.813 -11.340
H 28.661 -16.996 -10.862
C 22.031 -24.214 -7.813
C 21.088 -23.120 -8.336
C 21.273 -23.023 -9.856
C 20.392 -24.186 -10.605
C 18.942 -24.156 -10.040
C 18.776 -24.209 -8.481
N 19.658 -23.230 -7.870
O 19.670 -23.301 -6.472
C 17.303 -24.067 -8.124
C 19.166 -25.633 -8.124
C 21.609 -21.722 -7.773
H 23.079 -23.994 -8.015
H 21.847 -25.219 -8.193
H 21.868 -24.447 -6.761
H 21.040 -22.022 -10.218
H 22.281 -23.213 -10.226
H 20.940 -25.125 -10.513
H 20.346 -24.033 -11.683
H 18.576 -25.098 -10.449
H 18.396 -23.294 -10.423
H 16.646 -24.780 -8.622
H 17.127 -24.144 -7.051
H 16.932 -23.093 -8.441
H 19.423 -25.742 -7.070
H 18.313 -26.278 -8.335
H 20.053 -25.964 -8.665
H 22.680 -21.528 -7.834
H 21.348 -21.488 -6.741
H 21.120 -20.900 -8.296
H 19.203 -22.525 -6.154
C 13.432 -20.298 -16.236
C 14.567 -19.468 -15.578
C 14.881 -20.324 -14.270
C 15.890 -21.473 -14.530
C 17.039 -21.065 -15.414
C 16.662 -20.320 -16.756
N 15.765 -19.203 -16.382
O 15.597 -18.398 -17.482
C 17.937 -19.809 -17.365
C 16.093 -21.339 -17.715
C 13.887 -18.092 -15.185
H 13.035 -19.974 -17.198
H 12.647 -20.347 -15.481
H 13.638 -21.363 -16.340
H 15.273 -19.670 -13.491
H 13.993 -20.891 -13.991
H 15.441 -22.384 -14.927
H 16.235 -21.824 -13.557
H 17.742 -21.854 -15.682
H 17.568 -20.362 -14.771
H 17.792 -19.303 -18.319
H 18.491 -19.128 -16.718
H 18.626 -20.633 -17.552
H 15.568 -20.825 -18.520
H 16.935 -21.896 -18.126
H 15.351 -22.039 -17.330
H 13.210 -18.368 -14.377
H 13.262 -17.760 -16.014
H 14.642 -17.397 -14.818
H 15.446 -17.546 -17.067
C 20.783 -17.968 -2.604
C 22.231 -18.529 -3.050
C 23.265 -17.640 -2.365
C 23.480 -18.005 -0.933
C 23.907 -19.521 -0.845
C 22.852 -20.411 -1.403
N 22.454 -19.934 -2.800
O 21.473 -20.710 -3.336
C 23.572 -21.791 -1.608
C 21.689 -20.606 -0.443
C 22.445 -18.178 -4.586
H 19.947 -18.657 -2.725
H 20.510 -17.015 -3.058
H 20.826 -17.738 -1.540
H 24.259 -17.637 -2.814
H 22.866 -16.645 -2.169
H 22.611 -17.679 -0.362
H 24.297 -17.395 -0.546
H 24.159 -19.759 0.188
H 24.838 -19.574 -1.409
H 24.571 -21.677 -2.029
H 23.656 -22.264 -0.630
H 23.082 -22.544 -2.224
H 21.922 -20.717 0.616
H 21.043 -19.729 -0.500
H 21.020 -21.406 -0.760
H 21.679 -18.638 -5.211
H 23.249 -18.797 -4.984
H 22.586 -17.132 -4.857
H 21.834 -20.875 -4.211
C 15.066 -20.912 -10.495
C 13.798 -21.772 -10.292
C 12.600 -20.903 -10.783
C 11.350 -21.692 -10.953
C 11.624 -22.933 -11.887
C 12.806 -23.881 -11.383
N 13.953 -23.019 -11.080
O 15.120 -23.651 -10.778
C 12.171 -24.612 -10.212
C 13.218 -24.860 -12.474
C 13.629 -21.981 -8.784
H 15.314 -20.067 -9.853
H 15.091 -20.523 -11.513
H 15.977 -21.496 -10.361
H 12.374 -20.135 -10.043
H 12.765 -20.377 -11.723
H 10.564 -21.072 -11.386
H 10.842 -22.141 -10.099
H 11.946 -22.571 -12.864
H 10.645 -23.405 -11.967
H 11.353 -25.159 -10.682
H 12.884 -25.306 -9.767
H 11.751 -24.006 -9.410
H 14.086 -25.444 -12.166
H 12.380 -25.505 -12.738
H 13.583 -24.263 -13.310
H 13.759 -21.030 -8.268
H 14.454 -22.523 -8.321
H 12.654 -22.415 -8.562
H 15.598 -23.488 -11.594
C 23.328 -19.492 -15.509
C 22.228 -19.615 -16.629
C 22.802 -19.502 -18.071
C 23.570 -20.720 -18.551
C 22.537 -21.776 -18.507
C 21.790 -22.018 -17.119
N 21.287 -20.732 -16.573
O 20.606 -20.840 -15.395
C 20.564 -22.971 -17.516
C 22.751 -22.737 -16.114
C 21.354 -18.335 -16.534
H 23.072 -19.963 -14.560
H 23.639 -18.479 -15.252
H 24.220 -19.996 -15.881
H 22.037 -19.210 -18.790
H 23.498 -18.673 -18.205
H 24.383 -20.956 -17.864
H 24.022 -20.658 -19.542
H 23.128 -22.675 -18.683
H 21.814 -21.654 -19.313
H 19.808 -22.571 -18.192
H 20.914 -23.830 -18.088
H 20.138 -23.401 -16.609
H 22.410 -22.640 -15.083
H 22.682 -23.810 -16.290
H 23.752 -22.312 -16.182
H 21.964 -17.432 -16.501
H 20.751 -18.283 -15.627
H 20.508 -18.323 -17.221
H 19.845 -20.321 -15.667
C 17.761 -20.791 -5.330
C 16.887 -19.794 -6.082
C 15.455 -20.036 -5.737
C 14.548 -18.887 -6.030
C 15.136 -17.645 -5.411
C 16.713 -17.242 -5.776
N 17.492 -18.448 -5.722
O 18.797 -18.307 -5.993
C 16.768 -16.458 -7.105
C 17.237 -16.346 -4.572
C 16.992 -20.003 -7.662
H 17.816 -20.457 -4.294
H 18.759 -21.008 -5.710
H 17.184 -21.688 -5.102
H 15.136 -20.885 -6.342
H 15.362 -20.364 -4.702
H 13.480 -18.968 -5.828
H 14.591 -18.752 -7.110
H 14.936 -17.998 -4.399
H 14.442 -16.848 -5.675
H 17.720 -15.933 -7.193
H 16.364 -17.016 -7.949
H 16.263 -15.498 -6.995
H 16.663 -15.419 -4.583
H 17.104 -16.844 -3.612
H 18.310 -16.155 -4.544
H 16.707 -20.998 -8.003
H 17.940 -20.006 -8.199
H 16.422 -19.219 -8.161
H 19.239 -18.101 -5.166
```

Computed properties:
- Electronic energy: -118592.260 eV
- Kohn-Sham gap: 8.4 eV
- Largest force on an atom: 4.70 eV/A
- SMILES: CC1(C)CCCC(C)(C)N1O.CC1(C)CCCC(C)(C)N1O.CC1(C)CCCC(C)(C)N1O.CC1(C)CCCC(C)(C)N1O.CC1(C)CCCC(C)(C)N1O.CC1(C)CCCC(C)(C)N1O.CC1(C)CCCC(C)(C)N1O.CC1(C)CCCC(C)(C)N1O.CC1(C)CCCC(C)(C)N1O
- E_HOMO: -7.89 eV



Computed, not measured: the molecule C4H5BN2O, with the ωB97M-V functional and the def2-TZVPD basis.

Structure (XYZ):
```
13
C4H5BN2O | the OMol25 dataset | the ωB97M-V functional and the def2-TZVPD basis
B -1.466 -0.292 -0.074
C 1.019 -1.102 -0.089
C 0.817 1.284 -0.275
C 2.802 0.284 0.003
C 0.179 0.043 -0.215
N 2.359 -0.974 0.040
N 2.114 1.348 -0.136
O -2.283 0.742 0.095
H -1.756 -1.537 -0.180
H 0.577 -2.158 0.019
H 0.272 2.202 -0.211
H 3.865 0.585 0.054
H -3.181 0.614 0.007
```

Computed properties:
- Electronic energy: -9933.313 eV
- Kohn-Sham gap: 9.9 eV
- Largest force on an atom: 3.36 eV/A
- SMILES: OBc1cncnc1
- E_HOMO: -9.58 eV



- What is the formula in the first record?
  C5H6O3